Entry 1:
{"formula": "C41H37BeGeN2OS3", "method": "ωB97M-V/def2-TZVPD", "total_charge": 2, "total_energy_ha": -5055.18270, "fmax_ha_per_bohr": 0.00737, "spin_multiplicity": 2, "symbols": ["Be", "S", "C", "C", "C", "C", "C", "C", "N", "C", "C", "C", "C", "C", "C", "C", "C", "N", "C", "C", "C", "C", "C", "S", "C", "H", "H", "H", "H", "H", "H", "H", "H", "H", "H", "H", "H", "C", "Ge", "C", "C", "C", "C", "C", "C", "C", "C", "C", "C", "C", "C", "C", "C", "C", "C", "H", "H", "H", "H", "H", "H", "H", "H", "H", "H", "H", "H", "H", "H", "H", "C", "C", "S", "O", "C", "C", "H", "H", "H", "H", "H", "H", "H", "H", "H", "H"], "coordinates": [[-0.1399, 0.1936, 0.4081], [6.1756, -0.0072, -2.1510], [6.2381, 0.0368, -3.8520], [4.9965, 0.0099, -4.4158], [3.9700, -0.0261, -3.4478], [4.4532, -0.0291, -2.1621], [3.6921, -0.0339, -0.9228], [2.2802, -0.0408, -0.9746], [1.5309, -0.0063, 0.1118], [2.1385, 0.0247, 1.3218], [3.5177, 0.0117, 1.4926], [4.0226, 0.0403, 2.8421], [3.1881, 0.0909, 3.9062], [1.7577, 0.1304, 3.7349], [0.8104, 0.2102, 4.7631], [-0.5474, 0.2683, 4.4704], [-0.9259, 0.2474, 3.1154], [-0.0530, 0.1585, 2.1288], [1.2635, 0.0956, 2.4334], [-1.5662, 0.3576, 5.5066], [-1.3823, 0.5136, 6.8554], [-2.5980, 0.5693, 7.5729], [-3.6859, 0.4550, 6.7616], [-3.2476, 0.2678, 5.1243], [4.2948, -0.0140, 0.3260], [7.1902, 0.0659, -4.3499], [4.8252, 0.0196, -5.4787], [2.9239, -0.0325, -3.7070], [1.7571, -0.0433, -1.9179], [5.0923, 0.0210, 2.9910], [3.5870, 0.1105, 4.9095], [1.1454, 0.2237, 5.7898], [-1.9674, 0.3234, 2.8328], [-0.4182, 0.5968, 7.3299], [-2.6626, 0.6915, 8.6403], [-4.7239, 0.4650, 7.0386], [5.3738, -0.0086, 0.4097], [0.2397, 3.4559, 1.8615], [-0.1859, 2.7427, 0.0887], [-1.9769, 3.2821, -0.4570], [-2.4727, 4.4807, 0.0551], [-3.7288, 4.9365, -0.3150], [-4.5133, 4.1889, -1.1773], [-4.0413, 2.9834, -1.6749], [-2.7816, 2.5337, -1.3141], [1.2864, 3.0601, -1.1398], [2.3306, 3.8236, -0.6740], [3.3942, 4.2015, -1.5177], [3.4044, 3.7972, -2.8195], [2.3742, 2.9725, -3.3325], [2.4028, 2.5114, -4.6712], [1.4423, 1.6633, -5.1408], [0.4059, 1.2360, -4.2859], [0.3435, 1.6882, -2.9970], [1.3125, 2.5798, -2.4830], [0.3654, 4.5362, 1.7876], [1.1603, 3.0357, 2.2620], [-0.5771, 3.2576, 2.5531], [-1.8809, 5.0761, 0.7378], [-4.0938, 5.8770, 0.0714], [-5.4919, 4.5464, -1.4635], [-4.6530, 2.4039, -2.3516], [-2.4195, 1.5964, -1.7172], [2.3401, 4.1724, 0.3495], [4.1885, 4.8229, -1.1302], [4.2096, 4.0920, -3.4781], [3.2071, 2.8386, -5.3144], [1.4703, 1.3174, -6.1642], [-0.3491, 0.5591, -4.6618], [-0.4608, 1.3544, -2.3499], [-4.7445, -0.3631, 0.8175], [-3.8817, -0.7830, -0.3580], [-2.3356, -1.5241, 0.2272], [-1.2334, -0.5969, -0.3608], [-2.2233, -3.0040, -0.7880], [-2.1699, -2.7375, -2.2797], [-5.6845, 0.0374, 0.4435], [-4.2609, 0.4136, 1.4064], [-4.9744, -1.2045, 1.4678], [-3.5684, 0.0684, -0.9630], [-4.3797, -1.5057, -1.0023], [-3.0898, -3.5964, -0.4863], [-1.3329, -3.5180, -0.4250], [-3.1152, -2.3596, -2.6642], [-1.9538, -3.6726, -2.7932], [-1.3806, -2.0285, -2.5207]]}

---

Entry 2:
{"formula": "C41H37BrCaN2O2Sb2", "method": "ωB97M-V/def2-TZVPD", "total_charge": 2, "total_energy_ha": -5576.15930, "fmax_ha_per_bohr": 0.01567, "symbols": ["Ca", "C", "O", "C", "C", "C", "Br", "C", "C", "C", "O", "C", "N", "C", "C", "C", "C", "C", "C", "N", "H", "H", "H", "H", "H", "H", "H", "H", "H", "H", "H", "C", "C", "C", "Sb", "C", "C", "C", "C", "C", "C", "C", "C", "C", "C", "C", "C", "Sb", "C", "C", "C", "C", "C", "C", "C", "C", "C", "C", "C", "C", "H", "H", "H", "H", "H", "H", "H", "H", "H", "H", "H", "H", "H", "H", "H", "H", "H", "H", "H", "H", "H", "H", "H", "H", "H", "H"], "coordinates": [[0.4650, 0.4045, 0.5654], [3.5374, -0.5711, 1.6333], [2.5943, 0.4109, 1.1201], [3.1447, 1.6339, 0.7277], [4.4715, 1.7901, 0.3850], [4.9243, 3.0639, 0.0549], [6.7298, 3.2932, -0.3890], [4.0736, 4.1523, 0.0557], [2.7260, 3.9910, 0.3742], [2.2780, 2.7222, 0.7097], [0.9400, 2.4970, 1.1212], [1.8763, 5.1892, 0.4576], [2.3489, 6.3499, 0.7756], [1.2544, 7.2061, 0.7865], [1.2039, 8.5739, 1.0576], [-0.0245, 9.1904, 0.9728], [-1.1845, 8.4729, 0.6290], [-1.1520, 7.1181, 0.3694], [0.0929, 6.5055, 0.4641], [0.4952, 5.1794, 0.2928], [4.2154, -0.0748, 2.3239], [4.0692, -1.0303, 0.8034], [2.9486, -1.3158, 2.1582], [5.1551, 0.9550, 0.3770], [4.4294, 5.1461, -0.1761], [0.5982, 3.3100, 1.5354], [2.1020, 9.1175, 1.3155], [-0.1054, 10.2501, 1.1709], [-2.1274, 8.9989, 0.5691], [-2.0497, 6.5736, 0.1082], [-0.0050, 4.5387, -0.3012], [-0.7458, -3.6466, 1.4329], [-1.2786, -2.2396, 1.7026], [-2.4252, -1.8465, 0.7584], [-2.4860, 0.2149, 0.1051], [-4.5203, 0.6443, 0.3849], [-5.1183, 0.3450, 1.6055], [-6.4706, 0.5979, 1.7833], [-7.2158, 1.1486, 0.7495], [-6.6134, 1.4540, -0.4622], [-5.2603, 1.2055, -0.6500], [-2.3301, -0.1370, -1.9708], [-1.3055, 0.4829, -2.6838], [-1.0989, 0.1937, -4.0277], [-1.9286, -0.7170, -4.6627], [-2.9621, -1.3302, -3.9628], [-3.1636, -1.0465, -2.6205], [1.3281, -3.9715, 1.9539], [2.0947, -3.1583, 0.1030], [3.3366, -3.6007, -0.3535], [3.9292, -3.0486, -1.4838], [3.2946, -2.0368, -2.1935], [2.0478, -1.5942, -1.7758], [1.4719, -2.1543, -0.6387], [1.3816, -6.0005, 1.3528], [1.0854, -6.3785, 0.0439], [1.0657, -7.7212, -0.3019], [1.3386, -8.6899, 0.6557], [1.6362, -8.3184, 1.9577], [1.6596, -6.9745, 2.3080], [-0.8296, -3.9040, 0.3751], [-1.3161, -4.3907, 1.9892], [-0.4247, -1.5212, 1.6477], [-1.6024, -2.1464, 2.7406], [-3.3925, -2.0682, 1.2083], [-2.3647, -2.4154, -0.1706], [-4.5470, -0.0810, 2.4228], [-6.9416, 0.3647, 2.7286], [-8.2708, 1.3406, 0.8899], [-7.1961, 1.8850, -1.2652], [-4.7988, 1.4422, -1.6014], [-0.6879, 1.2514, -2.2146], [-0.3115, 0.6894, -4.5804], [-1.7796, -0.9416, -5.7101], [-3.6147, -2.0295, -4.4681], [-3.9748, -1.5286, -2.0870], [3.8514, -4.3989, 0.1702], [4.8884, -3.4202, -1.8203], [3.7532, -1.6214, -3.0805], [1.5127, -0.8516, -2.3603], [0.4739, -1.8226, -0.3497], [0.8801, -5.6317, -0.7153], [0.8395, -8.0134, -1.3189], [1.3221, -9.7368, 0.3840], [1.8550, -9.0726, 2.7016], [1.9040, -6.6960, 3.3266]]}

---

Entry 3:
{"formula": "C41H37BrF4N5NiO2P2S3", "method": "ωB97M-V/def2-TZVPD", "total_charge": 1, "total_energy_ha": -8367.82285, "fmax_ha_per_bohr": 0.04638, "symbols": ["Ni", "F", "C", "C", "F", "C", "F", "C", "P", "C", "C", "C", "C", "C", "C", "C", "C", "C", "C", "C", "C", "C", "Br", "C", "F", "H", "H", "H", "H", "H", "H", "H", "H", "H", "H", "N", "C", "C", "C", "C", "C", "C", "N", "C", "C", "C", "S", "C", "N", "H", "H", "H", "H", "H", "H", "H", "C", "C", "C", "O", "P", "S", "S", "O", "C", "C", "C", "H", "H", "H", "H", "H", "H", "H", "H", "H", "H", "H", "H", "H", "H", "N", "C", "N", "C", "C", "C", "C", "C", "C", "H", "H", "H", "H", "H", "H"], "coordinates": [[0.0605, 0.4340, -0.5858], [-2.5792, 1.9519, -7.4356], [-2.3431, 1.9585, -6.1296], [-3.2508, 2.5322, -5.2443], [-4.3551, 3.1240, -5.6906], [-2.9894, 2.4910, -3.8780], [-3.8504, 3.0991, -3.0609], [-1.8561, 1.8876, -3.3460], [-1.5765, 1.6921, -1.5204], [-3.1039, 1.0315, -0.7446], [-4.3572, 1.6290, -0.6317], [-5.3618, 1.0001, 0.0872], [-5.1381, -0.2206, 0.7032], [-3.8915, -0.8193, 0.6049], [-2.8872, -0.1962, -0.1100], [-1.4299, 3.4560, -1.1041], [-0.3777, 4.1267, -1.7276], [-0.0786, 5.4284, -1.3815], [-0.8314, 6.0720, -0.4132], [-1.8767, 5.4101, 0.2068], [-2.1737, 4.0982, -0.1230], [-0.9144, 1.4056, -4.2571], [0.7965, 0.8513, -3.6945], [-1.1650, 1.4143, -5.6239], [-0.2692, 0.9035, -6.4647], [-4.5676, 2.5820, -1.0857], [-6.3268, 1.4775, 0.1726], [-5.9257, -0.6996, 1.2645], [-3.6952, -1.7637, 1.0911], [-1.8943, -0.6534, -0.1609], [0.2162, 3.6186, -2.4763], [0.7475, 5.9339, -1.8561], [-0.5954, 7.0880, -0.1393], [-2.4602, 5.9193, 0.9583], [-2.9805, 3.5838, 0.3790], [1.1758, -3.2988, -1.9016], [0.0941, -3.3015, -2.7484], [-0.3505, -4.1945, -3.7097], [-1.4799, -3.8423, -4.4204], [-2.1586, -2.6433, -4.1800], [-1.7358, -1.7585, -3.2124], [-0.5957, -2.0971, -2.4905], [0.0757, -1.4103, -1.5176], [1.1337, -2.1387, -1.2028], [2.0991, -1.6341, -0.2584], [3.2108, -2.2266, 0.2791], [4.0021, -1.1544, 1.3524], [2.8031, 0.0247, 1.0083], [1.8961, -0.3437, 0.1633], [1.8712, -4.0220, -1.8284], [0.1632, -5.1218, -3.8967], [-1.8482, -4.5070, -5.1851], [-3.0288, -2.4060, -4.7713], [-2.2559, -0.8323, -3.0033], [3.5931, -3.2137, 0.1163], [2.8448, 0.9888, 1.4797], [-0.4805, -2.5465, 5.7834], [0.8827, -2.8266, 6.3931], [0.9018, -2.6090, 7.8985], [1.9262, -2.0436, 5.7769], [1.9178, -0.6275, 5.0923], [3.8482, -0.2602, 4.6822], [0.8167, -0.4891, 3.4172], [1.3194, 0.3632, 6.2047], [0.8659, 1.6729, 5.8486], [0.1206, 2.2258, 7.0543], [2.0234, 2.5701, 5.4374], [-1.2213, -3.2147, 6.2172], [-0.4516, -2.7016, 4.7057], [-0.7736, -1.5168, 5.9872], [1.1927, -3.8552, 6.1680], [0.5993, -1.5929, 8.1435], [1.9032, -2.7833, 8.2858], [0.2154, -3.3112, 8.3656], [0.1845, 1.5564, 4.9920], [0.8042, 2.3336, 7.8918], [-0.6863, 1.5585, 7.3452], [-0.2951, 3.2013, 6.8192], [2.7825, 2.5899, 6.2150], [1.6629, 3.5802, 5.2694], [2.4756, 2.2133, 4.5136], [-1.0242, 2.7480, 2.8174], [-1.1961, 1.6695, 2.0213], [-0.2957, 1.5944, 1.0779], [0.5305, 2.6789, 1.2492], [1.6343, 3.0857, 0.5080], [2.2910, 4.2196, 0.9305], [1.8606, 4.9371, 2.0502], [0.7460, 4.5665, 2.7741], [0.0830, 3.4215, 2.3586], [-1.6168, 3.0149, 3.5875], [-1.9888, 0.9594, 2.1659], [1.9427, 2.5182, -0.3625], [3.1574, 4.5641, 0.3890], [2.4202, 5.8060, 2.3545], [0.4109, 5.1378, 3.6250]]}

---

Entry 4:
{"formula": "C41H37BrHfN6O5", "method": "ωB97M-V/def2-TZVPD", "total_charge": 2, "total_energy_ha": -4911.02313, "fmax_ha_per_bohr": 0.01060, "symbols": ["Hf", "O", "C", "C", "C", "C", "C", "C", "C", "O", "N", "N", "C", "C", "Br", "C", "C", "C", "C", "C", "C", "C", "H", "H", "H", "H", "H", "H", "H", "H", "H", "H", "H", "H", "H", "H", "C", "O", "C", "C", "C", "C", "C", "C", "N", "N", "C", "C", "O", "C", "C", "C", "C", "C", "C", "C", "C", "H", "H", "H", "H", "H", "H", "H", "H", "H", "H", "H", "H", "H", "C", "C", "O", "N", "C", "C", "C", "C", "C", "C", "N", "H", "H", "H", "H", "H", "H", "H", "H", "H", "H"], "coordinates": [[0.2960, -0.3105, -0.3166], [0.5611, 3.0339, -4.4735], [-0.7226, 2.5988, -4.6833], [-1.5029, 3.0470, -5.7383], [-2.7971, 2.5733, -5.8854], [-3.3163, 1.6528, -4.9847], [-2.5281, 1.2073, -3.9352], [-1.2305, 1.6745, -3.7756], [-0.3594, 1.1910, -2.6460], [-0.8789, 0.1167, -1.9481], [-0.0957, 2.3139, -1.6734], [-0.3571, 1.9735, -0.3719], [-0.5622, 2.9005, 0.4847], [-0.9653, 2.6965, 1.8823], [-2.6163, 1.7577, 2.0617], [-0.3362, 3.3348, 2.8706], [-0.5532, 3.4261, 4.3137], [-1.2893, 2.5122, 5.0713], [-1.4341, 2.6893, 6.4361], [-0.8528, 3.7806, 7.0688], [-0.1085, 4.6896, 6.3303], [0.0482, 4.5054, 4.9687], [0.8155, 3.6378, -5.1800], [-1.0986, 3.7653, -6.4427], [-3.4011, 2.9275, -6.7097], [-4.3262, 1.2861, -5.1034], [-2.9058, 0.4825, -3.2262], [0.6258, 0.9362, -3.0694], [-0.5062, 3.1967, -1.9564], [-0.4994, 3.9362, 0.1418], [0.5051, 3.9317, 2.5195], [-1.7432, 1.6541, 4.6017], [-2.0061, 1.9732, 7.0110], [-0.9738, 3.9175, 8.1348], [0.3522, 5.5371, 6.8189], [0.6378, 5.2129, 4.3976], [2.7276, 2.0941, -0.8382], [2.3212, 0.6983, -0.6996], [3.3820, -0.2212, -0.8231], [4.4509, -0.0259, -1.6710], [5.4516, -0.9886, -1.7014], [5.3726, -2.1174, -0.8965], [4.2863, -2.3050, -0.0592], [3.2771, -1.3530, -0.0270], [2.0734, -1.4294, 0.7139], [2.0700, -2.2450, 1.6799], [1.0041, -2.2885, 2.5262], [0.0207, -1.2771, 2.5785], [-0.0707, -0.3212, 1.6719], [-0.8926, -1.2652, 3.6579], [-0.8801, -2.2530, 4.5927], [0.0544, -3.3263, 4.5465], [0.0441, -4.3513, 5.5139], [0.9640, -5.3637, 5.4614], [1.9260, -5.3783, 4.4383], [1.9544, -4.3917, 3.4834], [1.0180, -3.3437, 3.5185], [3.7354, 2.1897, -0.4440], [2.6770, 2.3888, -1.8826], [2.0421, 2.6878, -0.2468], [4.5220, 0.8528, -2.2966], [6.3000, -0.8514, -2.3573], [6.1628, -2.8544, -0.9261], [4.2069, -3.1775, 0.5747], [-1.6115, -0.4592, 3.6990], [-1.6013, -2.2312, 5.4014], [-0.6996, -4.3209, 6.3005], [0.9566, -6.1466, 6.2070], [2.6569, -6.1752, 4.4048], [2.7026, -4.4070, 2.7038], [0.7122, -2.2029, -4.0798], [0.7181, -2.4598, -2.6102], [1.1478, -1.6042, -1.7958], [0.2764, -3.6236, -2.1609], [0.2670, -3.9698, -0.7409], [-0.9629, -3.4238, -0.0522], [-1.8621, -4.2587, 0.5832], [-3.0316, -3.7291, 1.1134], [-3.2976, -2.3807, 0.9395], [-2.3567, -1.6133, 0.2858], [-1.1888, -2.1018, -0.1545], [1.1731, -1.2423, -4.2868], [-0.3186, -2.1838, -4.4384], [1.2489, -2.9893, -4.6110], [-0.0641, -4.3013, -2.8262], [1.1787, -3.5842, -0.2867], [0.2846, -5.0534, -0.6583], [-1.6529, -5.3174, 0.6567], [-3.7342, -4.3688, 1.6305], [-4.2130, -1.9284, 1.2923], [-2.5256, -0.5519, 0.1306]]}